[1]
{"formula": "C14H21N9PPd", "method": "ωB97M-V with the def2-TZVPD basis set", "largest_force_ev_per_a": 1.6, "orbital_gap_ev": 7.308, "lumo_energy_ev": 2.52, "e_homo_ev": -4.791, "charge": -1, "energy_ha": -1508.16307, "e_above_lowest_kcal_mol": 1.1, "species": ["Pd", "N", "C", "N", "N", "N", "N", "C", "N", "N", "N", "N", "H", "C", "P", "C", "C", "C", "C", "C", "C", "C", "H", "H", "H", "H", "H", "H", "H", "H", "H", "H", "H", "C", "C", "C", "C", "H", "H", "H", "H", "H", "H", "H", "H", "H"], "positions_angstrom": [[-0.039, 0.067, -0.364], [2.499, 2.562, -0.083], [2.912, 1.298, -0.458], [4.183, 0.928, -0.472], [4.161, -0.346, -0.906], [2.951, -0.726, -1.132], [2.117, 0.300, -0.869], [1.202, 3.000, -0.196], [0.832, 4.273, -0.250], [-0.507, 4.238, -0.337], [-0.919, 3.016, -0.339], [0.143, 2.189, -0.226], [3.208, 3.272, -0.050], [-4.118, 0.306, -0.420], [-2.427, -0.075, 0.226], [-2.459, 1.031, 1.688], [-2.809, -1.695, 1.001], [-2.988, -2.793, 0.159], [-3.241, -4.054, 0.673], [-3.319, -4.239, 2.046], [-3.130, -3.160, 2.896], [-2.870, -1.899, 2.376], [-4.388, -0.391, -1.213], [-4.105, 1.316, -0.831], [-4.847, 0.242, 0.386], [-3.384, 0.932, 2.259], [-2.359, 2.044, 1.307], [-1.589, 0.822, 2.311], [-2.900, -2.651, -0.914], [-3.370, -4.896, 0.005], [-3.501, -5.225, 2.455], [-3.178, -3.295, 3.969], [-2.700, -1.078, 3.059], [1.649, -1.193, 2.207], [0.546, -2.127, 1.698], [0.898, -3.592, 1.980], [0.356, -1.944, 0.206], [1.799, -1.297, 3.285], [1.393, -0.155, 1.983], [2.587, -1.426, 1.696], [-0.383, -1.902, 2.230], [1.851, -3.837, 1.507], [0.124, -4.245, 1.569], [0.976, -3.783, 3.053], [-0.487, -2.525, -0.174], [1.272, -2.182, -0.337]], "atomic_forces_ev_per_a": [[0.99, -0.55, 0.54], [0.10, -0.07, 0.05], [0.04, -0.30, -0.15], [0.00, 0.29, 0.01], [-0.13, -0.05, -0.08], [0.20, -0.11, 0.03], [-1.15, -0.10, 0.70], [-0.56, -0.06, -0.01], [0.42, -0.01, 0.03], [-0.04, -0.20, 0.03], [-0.22, 0.25, 0.06], [-0.48, 0.25, -0.60], [0.03, -0.03, -0.03], [0.61, 0.11, -0.69], [0.75, -0.12, 1.30], [0.03, -0.09, -0.20], [0.01, -0.07, -0.19], [-0.02, 0.09, 0.02], [-0.07, -0.03, -0.04], [0.05, -0.02, 0.06], [-0.02, -0.01, -0.02], [-0.11, 0.03, -0.01], [-0.03, 0.02, 0.00], [-0.04, 0.00, -0.01], [0.11, -0.05, 0.11], [0.02, -0.03, 0.01], [0.05, 0.13, -0.02], [-0.03, 0.02, 0.04], [-0.01, -0.07, -0.01], [0.02, 0.01, -0.01], [-0.03, 0.00, -0.02], [0.02, -0.02, 0.00], [-0.03, 0.02, -0.01], [-0.17, -0.15, -0.01], [0.27, 0.24, 0.03], [-0.15, 0.17, 0.00], [-0.90, 0.82, -1.08], [0.02, 0.00, 0.01], [0.09, 0.02, 0.08], [0.04, 0.08, 0.02], [0.04, 0.05, -0.04], [0.00, -0.06, 0.01], [0.04, -0.08, 0.02], [0.05, -0.01, 0.02], [0.25, -0.27, 0.07], [-0.08, -0.02, -0.02]]}

***

[2]
{"formula": "C18H26ClN5S", "method": "ωB97M-V with the def2-TZVPD basis set", "largest_force_ev_per_a": 1.3, "orbital_gap_ev": 8.720, "lumo_energy_ev": 0.61, "e_homo_ev": -8.113, "smiles": "CCn1c(CNc2ccc(Cl)cc2)nnc1SCCN1CCCCC1", "charge": 0, "energy_ha": -1833.65975, "e_above_lowest_kcal_mol": 4.7, "species": ["C", "C", "N", "C", "C", "N", "C", "C", "C", "C", "Cl", "C", "C", "N", "N", "C", "S", "C", "C", "N", "C", "C", "C", "C", "C", "H", "H", "H", "H", "H", "H", "H", "H", "H", "H", "H", "H", "H", "H", "H", "H", "H", "H", "H", "H", "H", "H", "H", "H", "H", "H"], "positions_angstrom": [[1.527, 1.968, 1.488], [1.926, 1.771, 0.030], [1.019, 0.885, -0.650], [1.025, -0.485, -0.719], [2.036, -1.357, -0.069], [1.771, -1.406, 1.357], [2.600, -2.064, 2.243], [3.920, -2.403, 1.940], [4.735, -2.986, 2.892], [4.244, -3.243, 4.160], [5.266, -3.979, 5.348], [2.935, -2.921, 4.482], [2.125, -2.339, 3.530], [0.000, -0.901, -1.406], [-0.709, 0.165, -1.804], [-0.103, 1.229, -1.350], [-0.588, 2.879, -1.578], [-2.011, 2.635, -2.678], [-3.205, 2.033, -1.944], [-4.328, 1.944, -2.854], [-5.142, 3.144, -2.864], [-6.132, 3.096, -4.023], [-7.023, 1.866, -3.894], [-6.141, 0.625, -3.806], [-5.150, 0.765, -2.655], [0.518, 2.369, 1.549], [2.209, 2.668, 1.962], [1.569, 1.021, 2.021], [1.906, 2.728, -0.499], [2.933, 1.350, -0.032], [1.982, -2.348, -0.540], [3.036, -0.941, -0.227], [0.787, -1.505, 1.569], [4.322, -2.221, 0.957], [5.753, -3.246, 2.645], [2.553, -3.129, 5.469], [1.103, -2.090, 3.779], [-1.695, 1.979, -3.487], [-2.236, 3.626, -3.069], [-3.436, 2.637, -1.050], [-2.923, 1.030, -1.620], [-4.487, 4.012, -2.977], [-5.696, 3.258, -1.912], [-5.574, 3.043, -4.959], [-6.733, 4.008, -4.030], [-7.698, 1.793, -4.749], [-7.631, 1.948, -2.990], [-6.749, -0.269, -3.657], [-5.582, 0.511, -4.736], [-4.495, -0.107, -2.626], [-5.704, 0.816, -1.699]], "atomic_forces_ev_per_a": [[0.08, 0.02, -0.14], [0.19, 0.26, 0.49], [-0.59, -0.37, -0.53], [0.08, 0.06, -0.06], [0.03, -0.12, 0.07], [-0.39, 0.11, -0.11], [0.27, -0.06, 0.27], [-0.21, 0.07, -0.15], [-0.04, -0.08, 0.27], [0.01, 0.06, -0.15], [0.12, -0.08, 0.14], [0.07, -0.03, -0.08], [0.03, -0.02, -0.09], [0.63, -1.08, 0.31], [-0.50, 0.79, -0.30], [0.09, -0.06, 0.02], [0.01, 0.48, 0.00], [0.15, -0.21, 0.31], [0.04, 0.01, -0.03], [-0.03, -0.02, 0.10], [-0.01, 0.13, -0.31], [-0.13, 0.06, 0.27], [0.18, -0.02, -0.22], [-0.14, 0.01, 0.30], [-0.02, -0.22, -0.25], [-0.10, 0.05, 0.03], [0.06, 0.10, 0.10], [0.00, 0.00, 0.02], [0.15, -0.14, -0.01], [-0.08, 0.11, -0.10], [0.09, 0.16, -0.01], [-0.03, -0.10, -0.04], [0.10, -0.01, -0.05], [0.04, 0.02, -0.11], [0.09, -0.03, 0.00], [-0.02, -0.03, 0.09], [-0.11, 0.05, 0.04], [-0.08, 0.05, -0.06], [0.04, 0.01, -0.03], [0.01, -0.08, -0.05], [-0.08, 0.14, 0.00], [-0.02, 0.02, 0.07], [0.07, 0.01, -0.01], [0.03, 0.06, -0.06], [0.01, 0.04, -0.04], [-0.07, 0.01, 0.04], [-0.07, 0.00, 0.02], [0.01, -0.05, -0.04], [0.03, -0.07, -0.04], [-0.03, 0.03, 0.08], [0.04, -0.03, 0.00]]}

***

[3]
{"formula": "C39H76BaO29S7", "method": "ωB97M-V with the def2-TZVPD basis set", "largest_force_ev_per_a": 3.6, "orbital_gap_ev": 9.709, "lumo_energy_ev": 0.18, "e_homo_ev": -9.529, "charge": 0, "energy_ha": -6526.52332, "e_above_lowest_kcal_mol": 0.0, "species": ["Ba", "O", "C", "O", "O", "H", "O", "C", "O", "O", "H", "C", "O", "C", "O", "O", "C", "H", "H", "H", "H", "H", "H", "C", "O", "C", "O", "O", "C", "H", "H", "H", "H", "H", "H", "C", "O", "C", "O", "O", "C", "H", "H", "H", "H", "H", "H", "C", "C", "C", "S", "O", "O", "C", "H", "H", "H", "H", "H", "H", "H", "H", "C", "C", "C", "S", "O", "O", "C", "H", "H", "H", "H", "H", "H", "H", "H", "C", "C", "C", "S", "O", "O", "C", "H", "H", "H", "H", "H", "H", "H", "H", "C", "C", "C", "S", "O", "O", "C", "H", "H", "H", "H", "H", "H", "H", "H", "C", "C", "C", "S", "O", "O", "C", "H", "H", "H", "H", "H", "H", "H", "H", "C", "C", "C", "S", "O", "O", "C", "H", "H", "H", "H", "H", "H", "H", "H", "C", "C", "C", "S", "O", "O", "C", "H", "H", "H", "H", "H", "H", "H", "H"], "positions_angstrom": [[0.529, -2.074, -3.562], [0.603, 0.132, 0.574], [0.866, -0.660, -0.597], [-0.140, -0.654, -1.319], [2.006, -1.198, -0.798], [1.437, 0.006, 1.123], [-3.435, -3.637, -5.228], [-2.179, -3.152, -4.640], [-1.251, -2.784, -5.443], [-2.014, -3.281, -3.427], [-3.256, -3.481, -6.173], [-1.485, 0.550, 2.523], [-2.532, 0.707, 3.497], [-2.641, 1.863, 4.054], [-2.020, 2.903, 3.770], [-3.515, 1.770, 5.046], [-3.876, 3.020, 5.636], [-0.574, 0.170, 2.982], [-1.266, 1.489, 1.986], [-1.926, -0.142, 1.809], [-4.925, 2.953, 5.994], [-3.854, 3.809, 4.904], [-3.199, 3.231, 6.461], [4.000, 1.345, 1.364], [4.413, -0.069, 1.423], [3.615, -0.911, 2.127], [2.539, -0.640, 2.638], [4.230, -2.090, 1.985], [3.544, -3.247, 2.576], [4.803, 1.839, 0.808], [4.028, 1.764, 2.395], [3.023, 1.428, 0.913], [4.194, -4.068, 2.365], [2.537, -3.394, 2.155], [3.478, -3.048, 3.639], [-4.147, -1.412, -0.916], [-4.645, -2.699, -0.270], [-5.933, -2.953, -0.457], [-6.745, -2.135, -0.772], [-6.161, -4.196, -0.049], [-7.535, -4.437, 0.350], [-3.120, -1.332, -0.519], [-4.786, -0.595, -0.559], [-4.167, -1.545, -1.994], [-8.055, -3.481, 0.547], [-7.271, -5.054, 1.151], [-8.006, -4.924, -0.486], [-0.908, -3.063, 0.988], [-2.022, -4.072, 0.718], [-1.924, -4.582, -0.729], [-0.140, -4.778, -0.924], [0.403, -4.184, -2.112], [0.241, -6.139, -0.716], [0.385, -3.752, 0.464], [-0.853, -2.756, 2.031], [-1.144, -2.182, 0.384], [-3.026, -3.778, 1.002], [-1.860, -4.908, 1.402], [-2.318, -3.897, -1.536], [-2.354, -5.572, -0.851], [1.170, -3.069, 0.174], [0.746, -4.399, 1.249], [5.643, 0.088, -3.155], [5.400, 0.576, -4.658], [4.242, 1.510, -4.565], [3.118, 0.753, -3.378], [2.799, -0.489, -4.086], [2.177, 1.680, -2.801], [4.413, 0.304, -2.294], [6.500, 0.608, -2.689], [5.929, -0.958, -3.221], [5.042, -0.311, -5.162], [6.290, 0.903, -5.199], [3.716, 1.519, -5.502], [4.370, 2.574, -4.353], [4.148, -0.556, -1.696], [4.516, 1.045, -1.511], [-3.355, 1.326, -2.971], [-2.191, 2.044, -2.280], [-1.097, 2.448, -3.307], [-1.236, 1.196, -4.661], [-0.078, 0.332, -4.704], [-1.749, 1.867, -5.821], [-2.693, 0.269, -3.919], [-3.861, 2.047, -3.651], [-4.062, 0.838, -2.264], [-1.741, 1.485, -1.499], [-2.448, 2.988, -1.793], [-0.062, 2.308, -2.993], [-1.373, 3.404, -3.774], [-2.431, -0.665, -3.410], [-3.302, 0.075, -4.800], [0.092, 3.478, 0.181], [0.165, 4.253, 1.488], [1.604, 4.227, 1.898], [2.483, 4.697, 0.308], [3.730, 3.943, 0.185], [2.469, 6.111, 0.184], [1.195, 3.923, -0.741], [-0.804, 3.643, -0.374], [0.199, 2.386, 0.346], [-0.621, 3.938, 2.223], [-0.109, 5.304, 1.300], [1.922, 3.231, 2.219], [1.950, 4.968, 2.614], [1.697, 3.026, -1.136], [0.920, 4.594, -1.606], [3.701, -5.077, -1.749], [3.434, -6.013, -3.019], [4.268, -5.503, -4.215], [4.139, -3.725, -4.050], [2.697, -3.467, -4.263], [5.229, -2.974, -4.757], [4.199, -3.738, -2.240], [4.409, -5.653, -1.123], [2.721, -5.034, -1.245], [2.375, -5.935, -3.291], [3.506, -7.052, -2.750], [4.004, -5.768, -5.229], [5.367, -5.658, -4.112], [3.552, -2.863, -1.973], [5.207, -3.490, -1.875], [-4.909, 5.296, 1.334], [-5.045, 4.391, 2.555], [-5.221, 2.867, 2.137], [-4.364, 2.831, 0.409], [-5.364, 2.641, -0.588], [-3.181, 2.031, 0.521], [-3.865, 4.641, 0.399], [-4.604, 6.331, 1.539], [-5.913, 5.404, 0.840], [-5.841, 4.641, 3.220], [-4.105, 4.410, 3.127], [-6.212, 2.520, 1.878], [-4.614, 2.048, 2.522], [-3.718, 4.937, -0.621], [-2.948, 4.509, 0.925], [1.971, 0.467, 5.649], [1.200, 1.636, 5.007], [1.762, 2.977, 5.452], [3.613, 2.558, 5.695], [3.893, 2.753, 7.099], [4.391, 3.105, 4.626], [3.445, 0.733, 5.402], [1.686, -0.513, 5.221], [1.788, 0.308, 6.723], [0.158, 1.539, 5.241], [1.209, 1.566, 3.901], [1.328, 3.359, 6.375], [1.778, 3.770, 4.715], [4.051, 0.157, 6.117], [3.717, 0.554, 4.374]], "atomic_forces_ev_per_a": [[-0.15, 0.47, -0.34], [2.84, -1.60, -0.24], [0.25, 1.11, 0.53], [-0.09, -0.68, -0.86], [-1.72, 0.81, 0.68], [-1.38, 0.27, -0.41], [2.59, 1.44, 0.75], [0.40, -1.41, -2.27], [-1.84, -0.04, 0.47], [-0.96, 0.48, 0.66], [-0.25, -0.13, 0.30], [-0.13, 0.27, -1.04], [0.40, -0.81, -0.40], [1.39, 2.69, 0.32], [-1.12, -1.81, 0.32], [-0.63, 0.21, 0.05], [-0.86, 0.00, 0.55], [-0.17, -0.14, 0.12], [-0.24, -0.45, 0.46], [0.46, -0.08, 0.00], [0.75, -0.32, -0.08], [0.29, 0.20, -0.04], [-0.05, 0.13, 0.01], [1.10, -0.61, 1.18], [-1.08, 0.51, 0.91], [0.73, 0.65, -2.07], [1.08, -0.54, -0.17], [-1.28, -0.70, 0.84], [-0.16, 1.45, -0.15], [-0.53, -0.18, -0.07], [-0.25, -0.19, -0.68], [-0.09, 0.12, -0.25], [0.26, -0.53, -0.07], [0.53, 0.20, 0.06], [-0.13, -0.29, 0.22], [-0.37, -1.44, 1.53], [1.24, 1.32, -1.34], [0.65, 0.41, 1.02], [-0.79, 0.26, -0.65], [-0.07, 0.61, -0.44], [0.79, 1.15, -1.37], [-0.50, 0.10, -0.39], [0.25, -0.22, -0.28], [-0.03, 0.04, 0.04], [0.34, -0.68, 0.28], [-1.09, -1.09, 1.55], [-0.46, -0.43, 0.00], [-0.25, 0.14, -1.19], [-0.10, -0.92, 0.76], [-0.02, 0.85, -0.33], [-0.31, 0.30, 1.09], [0.27, 0.38, -0.89], [0.12, -0.99, 0.40], [-1.08, 0.36, 0.75], [0.15, -0.13, -0.01], [0.37, 0.12, 0.12], [-0.07, 0.58, -0.42], [0.22, -0.38, -0.12], [0.53, -0.64, 0.98], [0.01, -0.03, -0.09], [0.17, 0.14, -0.37], [0.15, -0.51, 0.04], [1.48, 0.40, -0.79], [0.12, -0.98, 1.79], [-1.07, 1.35, -0.79], [1.80, -0.13, -1.16], [-1.18, 0.33, 0.71], [-0.28, -0.63, -0.32], [0.27, -0.29, 1.20], [-0.41, -0.09, -0.31], [-0.12, -0.12, 0.18], [-0.02, -0.17, -0.34], [-0.14, 0.35, 0.41], [-0.59, -0.08, -0.46], [0.51, -0.19, 0.54], [-0.43, -0.49, -0.25], [0.15, 0.73, -0.23], [0.52, -0.30, -1.01], [0.64, 1.20, -0.39], [-0.67, -1.25, -0.87], [-2.24, -0.06, 2.14], [0.38, 0.13, -0.35], [0.40, -0.03, -0.63], [0.18, 1.00, -0.08], [-0.09, -0.44, 0.71], [0.44, 0.63, -0.57], [0.32, -0.99, 0.60], [-0.53, -0.14, -0.09], [-0.13, 0.56, 0.29], [0.59, -0.26, 0.07], [0.30, 0.28, -0.12], [-0.06, -0.24, 0.08], [0.01, -0.66, 0.01], [-1.56, 0.91, 0.26], [1.01, 0.15, -0.36], [-0.50, -2.93, 0.70], [-0.80, 0.82, 0.03], [0.10, 1.38, -0.14], [1.53, 0.07, -1.06], [-1.06, -0.03, 0.08], [-0.21, 0.62, 0.05], [1.11, -0.21, -0.35], [0.12, -0.10, -0.14], [0.18, 0.07, -0.20], [-0.19, 0.07, 0.12], [-0.09, 0.57, -0.16], [0.26, -0.52, 1.15], [-0.74, -1.88, -1.01], [-0.79, 1.05, -0.21], [1.48, 0.13, 0.82], [0.25, 0.51, -0.49], [1.50, 0.25, -0.68], [-2.72, -1.58, 1.69], [0.56, 1.82, 0.60], [-0.15, 0.84, -0.13], [0.65, 0.23, 0.00], [0.13, 0.32, -0.03], [0.77, -0.41, -0.10], [-0.43, -0.19, -0.08], [-0.64, -0.24, 0.06], [0.39, -0.79, -0.07], [-0.20, -0.16, -0.34], [-0.77, 0.18, -1.46], [1.13, -1.96, 0.27], [1.44, 0.91, -2.88], [-0.87, 2.69, 2.25], [-0.50, -0.69, -1.07], [0.40, -0.74, -0.28], [-1.29, -2.00, 1.13], [0.02, -0.39, 0.42], [0.90, -0.27, 0.15], [-0.57, 0.47, 0.34], [-0.26, 0.25, -0.21], [-0.38, 0.18, 0.31], [-0.28, 0.46, 1.04], [-0.22, 0.41, -0.38], [1.05, 0.53, 0.32], [-0.02, -0.61, -0.31], [-0.44, -0.30, -0.58], [1.62, -0.59, 0.02], [-2.17, -1.40, 0.91], [0.48, 0.28, -0.37], [0.46, 0.56, -0.24], [-0.23, 0.52, 0.95], [0.07, 0.58, -0.20], [-0.06, 0.67, -0.19], [-0.66, 0.19, 0.31], [0.42, -0.14, 0.46], [0.36, -0.19, 0.15], [-0.22, -0.05, -0.25], [0.19, 0.55, -0.36], [0.15, -0.05, -0.22]]}

***

[4]
{"formula": "C4H10O2", "method": "ωB97M-V with the def2-TZVPD basis set", "largest_force_ev_per_a": 0.4, "orbital_gap_ev": 9.625, "lumo_energy_ev": 0.28, "e_homo_ev": -9.347, "charge": 0, "energy_ha": -308.76646, "e_above_lowest_kcal_mol": 82.6, "species": ["C", "C", "O", "C", "C", "O", "H", "H", "H", "H", "H", "H", "H", "H", "H", "H"], "positions_angstrom": [[2.015, 0.930, 0.043], [0.620, 0.330, 0.103], [-0.250, 1.267, -0.513], [0.577, -1.029, -0.596], [-2.463, -1.429, 0.475], [-2.771, -0.275, -0.084], [2.037, 1.899, 0.550], [2.747, 0.266, 0.514], [2.302, 1.083, -1.003], [0.337, 0.198, 1.162], [-1.158, 0.982, -0.347], [1.256, -1.738, -0.109], [0.881, -0.915, -1.643], [-1.863, -1.103, 1.360], [-0.422, -1.480, -0.590], [-3.285, -0.452, -0.889]], "atomic_forces_ev_per_a": [[0.04, 0.02, 0.01], [0.33, -0.24, 0.14], [-0.29, -0.01, 0.02], [0.02, -0.01, -0.03], [-0.05, 0.37, 0.08], [-0.11, -0.37, -0.05], [0.00, -0.14, -0.06], [-0.11, 0.10, -0.06], [-0.03, -0.02, 0.14], [0.02, 0.04, -0.18], [0.16, 0.11, -0.08], [-0.07, 0.11, -0.06], [-0.02, -0.01, 0.12], [-0.09, -0.09, -0.11], [0.19, 0.08, -0.01], [0.03, 0.06, 0.13]]}

***

- Which formula does entry 2 have?
  C18H26ClN5S